A molecular structure, C19H29CrN4Si at a distorted geometry. Source: the Open Molecules 2025 dataset; level of theory: ωB97M-V with the def2-TZVPD basis set.

```
54
Properties=species:S:1:pos:R:3:nbo_charge:R:1
Cr 0.3059 -0.3544 -0.2931 1.279
C 3.0242 -0.5742 0.4276 -0.231
C 2.9322 -1.6835 -0.6237 -0.240
N 1.6788 -1.5610 -1.4052 -0.667
C 0.9872 -2.8609 -1.5439 -0.255
C 0.2421 -3.1519 -0.2696 0.215
C 0.1301 -4.3737 0.3672 -0.218
C -0.6332 -4.4576 1.5285 -0.078
C -1.3000 -3.3249 1.9863 -0.218
C -1.1434 -2.1370 1.2972 0.219
C -1.8107 -0.8264 1.6062 -0.256
N -0.8457 0.2702 1.3837 -0.689
C 0.0682 0.4671 2.5304 -0.238
C 1.5181 0.5654 2.0496 -0.232
N 1.7948 -0.5971 1.2135 -0.699
N -0.3452 -2.0516 0.2231 -0.560
H 3.1112 0.4024 -0.0611 0.212
H 3.9239 -0.7256 1.0359 0.241
H 2.9327 -2.6517 -0.1152 0.211
H 3.8110 -1.6490 -1.2729 0.251
H 1.9192 -1.2411 -2.3419 0.417
H 1.6736 -3.6700 -1.8141 0.239
H 0.2453 -2.7544 -2.3449 0.248
H 0.6295 -5.2409 -0.0326 0.260
H -0.7078 -5.3898 2.0630 0.261
H -1.9295 -3.3694 2.8593 0.260
H -2.2401 -0.8071 2.6135 0.239
H -2.6293 -0.6974 0.8862 0.248
H -1.3873 1.1269 1.2458 0.446
H -0.0215 -0.3880 3.2055 0.209
H -0.1902 1.3684 3.0928 0.252
H 2.1828 0.6349 2.9169 0.239
H 1.6489 1.4705 1.4451 0.215
H 1.7966 -1.4316 1.8020 0.377
C 1.1042 1.8087 -2.9635 -1.074
Si -0.4529 1.2075 -2.0027 1.026
C -1.7748 0.5932 -3.2337 -1.072
C -1.0640 2.5467 -0.7555 -0.486
C -0.2758 3.6237 -0.3440 -0.207
C -0.7906 4.6065 0.4871 -0.190
C -2.0978 4.5287 0.9410 -0.182
C -2.8904 3.4564 0.5594 -0.200
C -2.3753 2.4751 -0.2693 -0.203
H 0.8488 2.7087 -3.5193 0.275
H 1.4449 1.0849 -3.7001 0.242
H 1.9501 2.0518 -2.3230 0.229
H -2.1365 1.4386 -3.8120 0.269
H -2.6315 0.1369 -2.7488 0.239
H -1.3673 -0.1293 -3.9348 0.247
H 0.7389 3.7241 -0.7015 0.218
H -0.1734 5.4443 0.7724 0.237
H -2.5009 5.3025 1.5762 0.241
H -3.9139 3.3927 0.8940 0.235
H -3.0145 1.6625 -0.5829 0.203
```

Properties
* ΔE to the lowest compared entry with this formula, charge and spin: 0.427 eV
* LUMO energy (alpha / beta): -0.2623 / -0.2536 Eh
* total charge: +2
* ⟨S²⟩: 4.037
* max |F|: 2.19 eV/Å
* 2S+1: 4
* DFT total energy: -62419.9882 eV
* HOMO-LUMO gap (alpha / beta): 7.003 / 6.785 eV

=====

2 unconnected molecules or ions with the total composition C3H10NOS at a distorted geometry. Source: the Open Molecules 2025 dataset; level of theory: ωB97M-V with the def2-TZVPD basis set.

```
16
Properties=species:S:1:pos:R:3:nbo_charge:R:1
C -2.3739 -0.5161 0.5842 -0.739
S -2.5566 1.2518 0.2737 0.113
C -0.8021 1.5950 -0.0931 -0.754
H -1.8236 -1.0011 -0.2236 0.237
H -3.3257 -1.0513 0.6215 0.195
H -1.8523 -0.7103 1.5118 0.236
H -0.1504 1.5312 0.7763 0.233
H -0.3918 0.8167 -0.7315 0.260
H -0.6527 2.5311 -0.6387 0.199
N 2.0271 0.0928 -0.9453 -0.914
C 1.6950 -1.1221 -0.0718 0.171
O 0.7388 -1.0080 0.8192 -0.927
H 2.1300 0.8663 -0.2803 0.323
H 3.0064 0.0051 -1.2157 0.318
H 1.5911 -1.9383 -0.7967 0.059
H 2.7409 -1.3429 0.4099 -0.010
```

Properties
* ΔE to the lowest compared entry with this formula, charge and spin: 1.988 eV
* LUMO energy: 0.1269 Eh
* total charge: -1
* max |F|: 2.17 eV/Å
* DFT total energy: -17645.4544 eV
* HOMO-LUMO gap: 6.037 eV

=====

A single C17H21NO2 molecule at a distorted geometry. Source: the Open Molecules 2025 dataset; level of theory: ωB97M-V with the def2-TZVPD basis set.

```
41
Properties=species:S:1:pos:R:3:nbo_charge:R:1
C 4.1245 -0.9024 1.0407 -0.619
C 3.4160 -0.4798 -0.2779 -0.223
C 4.4060 0.4183 -1.1051 -0.603
C 2.1418 0.3886 -0.0290 -0.438
C 0.8518 -0.4312 0.0011 0.093
C 0.9310 -1.6831 0.5672 -0.224
C -0.1502 -2.5249 0.6524 -0.161
C -1.3328 -2.0888 0.1208 -0.146
C -1.4353 -0.8340 -0.4605 -0.061
C -0.3573 0.0348 -0.5183 -0.019
C -0.4642 1.4163 -1.1446 -0.437
C -1.5911 2.3207 -0.5888 -0.410
C -1.9185 2.1154 0.8948 -0.220
N -3.1214 2.9430 1.1770 -0.840
C -2.7866 -0.4830 -1.0279 0.520
O -2.9569 0.2036 -2.0182 -0.514
C -3.9889 -1.0736 -0.3377 -0.231
C -3.8702 -2.2700 0.2225 -0.244
C -2.5478 -2.9826 0.2012 0.528
O -2.4814 -4.1947 0.2807 -0.509
H 5.1124 -0.4618 1.1729 0.214
H 3.4877 -0.6175 1.8850 0.204
H 4.2263 -1.9944 1.0544 0.213
H 3.1699 -1.3137 -0.9385 0.210
H 4.1157 1.4735 -1.1082 0.202
H 4.4799 0.0833 -2.1451 0.211
H 5.4220 0.3779 -0.6990 0.203
H 2.0930 1.0654 -0.8823 0.212
H 2.2834 0.9483 0.9029 0.220
H 1.8523 -2.0603 0.9983 0.217
H -0.0538 -3.4926 1.1313 0.234
H -0.5399 1.3056 -2.2326 0.244
H 0.4759 1.9465 -0.9821 0.210
H -2.5279 2.2636 -1.1445 0.234
H -1.2439 3.3590 -0.6874 0.199
H -1.1110 2.5207 1.5239 0.170
H -2.1857 1.0908 1.1594 0.188
H -2.9831 3.8723 0.7954 0.348
H -3.2686 3.0317 2.1749 0.354
H -4.9431 -0.5558 -0.3280 0.238
H -4.7302 -2.7351 0.6987 0.231
```

Properties
* ΔE to the lowest compared entry with this formula, charge and spin: 2.009 eV
* LUMO energy: -0.0251 Eh
* max |F|: 2.00 eV/Å
* DFT total energy: -23553.9036 eV
* structure (SMILES): CC(C)Cc1ccc2c(c1CCCN)C(=O)C=CC2=O
* HOMO-LUMO gap: 8.650 eV

=====

A gas-phase ion, CH7N5P (charge +1) at a distorted geometry. Source: the Open Molecules 2025 dataset; level of theory: ωB97M-V with the def2-TZVPD basis set.

```
14
Properties=species:S:1:pos:R:3:nbo_charge:R:1
C -0.7197 -1.2028 -0.2482 0.517
N -1.7046 -1.2635 -1.0770 -0.649
N 0.9024 2.1038 1.4073 -1.107
N -0.2158 -2.2459 0.4318 -0.769
N -0.0879 0.0334 0.0002 -0.498
N 0.2194 0.8466 -1.0419 -0.662
P 0.3345 0.6726 1.8095 1.373
H -1.8711 -0.4213 -1.5314 0.338
H 1.2953 2.6369 2.1132 0.435
H 0.6969 -2.0815 0.6995 0.375
H -0.3659 -3.1299 0.1500 0.415
H -0.4968 1.3873 -1.4379 0.381
H 1.2991 2.3743 0.5257 0.460
H 0.7143 0.2900 -1.8007 0.391
```

Properties
* ΔE to the lowest compared entry with this formula, charge and spin: 0.927 eV
* LUMO energy (alpha / beta): -0.2330 / -0.2330 Eh
* total charge: +1
* max |F|: 5.60 eV/Å
* DFT total energy: -17881.0571 eV
* structure (SMILES): [H]/N=C(N)\[N+](N)=P\N
* HOMO-LUMO gap (alpha / beta): 6.842 / 6.843 eV

=====

2 unconnected molecules or ions with the total composition CH3NO2S2 at a distorted geometry. Source: the Open Molecules 2025 dataset; level of theory: ωB97M-V with the def2-TZVPD basis set.

```
9
Properties=species:S:1:pos:R:3:nbo_charge:R:1
C 1.2894 0.5215 -0.5347 -0.616
N -1.2283 -0.3802 -0.3625 -1.021
O -0.6953 1.9918 -0.6908 -0.919
O -0.0790 0.8418 1.5514 -0.900
S 2.7472 0.3635 -0.0788 0.329
S -0.2643 0.8711 0.1499 2.221
H 0.6773 0.4126 -2.2081 0.091
H -1.6006 0.1318 -1.1860 0.411
H -1.9477 -0.4310 0.3453 0.403
```

Properties
* ΔE to the lowest compared entry with this formula, charge and spin: 3.863 eV
* LUMO energy (alpha / beta): -0.0471 / -0.0471 Eh
* max |F|: 5.28 eV/Å
* DFT total energy: -28336.5592 eV
* HOMO-LUMO gap (alpha / beta): 7.976 / 7.976 eV

=====

2 unconnected molecules or ions with the total composition C5H9NO at a distorted geometry. Source: the Open Molecules 2025 dataset; level of theory: ωB97M-V with the def2-TZVPD basis set.

```
16
Properties=species:S:1:pos:R:3:nbo_charge:R:1
C 0.1483 2.7793 0.7165 -0.242
C 0.0140 1.7958 -0.0121 -0.025
C -1.9885 -0.2458 0.1035 -0.655
C -0.7881 -0.3175 -0.8627 -0.164
C 0.0359 0.7394 -0.8844 -0.276
N 1.8824 -1.5188 0.4016 -0.364
O 2.2549 -0.8639 -0.6909 -0.703
H -0.1612 3.6757 1.1612 0.230
H -2.8443 -0.1157 -0.4514 0.219
H -1.9391 0.4974 0.8613 0.222
H -1.8894 -1.0467 0.7332 0.204
H 2.0842 -0.8758 1.2357 0.373
H -0.8502 -1.1255 -1.6002 0.214
H 0.7782 0.8644 -1.6866 0.256
H 0.8186 -1.8865 0.2744 0.363
H 2.4440 -2.3560 0.7009 0.347
```

Properties
* ΔE to the lowest compared entry with this formula, charge and spin: 7.083 eV
* LUMO energy: 0.0135 Eh
* max |F|: 4.66 eV/Å
* DFT total energy: -8862.1291 eV
* structure (SMILES): [NH3+][O-].C#C/C=C\C
* HOMO-LUMO gap: 8.782 eV